--- 1 ---
The following is a DFT calculation (ωB97M-V with the def2-TZVPD basis set) of HNO2 in the gas phase.

Multiplicity: 1
Structure (SMILES): O=NO
Total charge: 0
Kohn-Sham gap (eV): 11.1

Each line ends with the Mulliken charge.
Element x y z (Å)
H -0.80789 1.03602 0.06768  0.338
N 0.11095 -0.51875 0.01306  0.347
O 1.06051 0.23511 -0.00729  -0.407
O -1.05660 0.08930 -0.01259  -0.278


--- 2 ---
The following is a DFT calculation (ωB97M-V with the def2-TZVPD basis set) of 2 unconnected molecules or ions with the total composition HNO2.

Multiplicity: 1
Total charge: 0
Kohn-Sham gap (alpha / beta) (eV): 9.3 / 9.6

Each line ends with the Mulliken charge.
Element x y z (Å)
N 0.20261 -0.07436 -0.11243  0.476
O 0.71695 0.98709 -0.00167  -0.333
O 0.63059 -1.18443 -0.00369  -0.354
H -1.55015 0.27169 0.11779  0.211


Which structure is most stable, and how do the rest compare? From most to least stable: 1, 2.